Record 1
30
Properties=species:S:1:pos:R:3 method="wB97M-V/def2-TZVPD" e_lumo_ev=4.61 relative_energy_kcal_mol=19.69 homo_lumo_gap_ev=4.02 energy_ha=-1651.61814 total_charge=-2
Bi -0.8119 0.3856 0.8348
Cl -0.0787 1.1428 -1.6449
C 1.2737 1.0167 1.4007
H 1.8943 0.9054 2.3416
H 1.1112 2.0690 1.1980
H 1.7426 0.5974 0.5033
Be -1.3741 2.5768 -1.8276
C -0.7562 4.1369 -2.2530
C -2.8184 2.1576 -2.6323
C -1.9225 2.5567 -0.2251
H -3.2496 1.2089 -2.2886
H -3.5716 2.9566 -2.6269
H -2.5322 2.0115 -3.6884
H 0.2750 4.3199 -1.8630
H -0.6779 4.1043 -3.3665
H -1.4535 4.9720 -2.0157
H -1.3807 3.2215 0.4710
H -2.8480 2.0533 0.0825
F 2.5547 -5.6396 2.7634
C 1.9856 -4.5950 2.1534
C 2.3178 -4.3675 0.8164
F 3.1847 -5.1687 0.1629
C 1.7541 -3.3169 0.1347
F 2.0734 -3.1056 -1.1595
C 0.8342 -2.4474 0.7746
O 0.2694 -1.5015 0.0681
C 0.5704 -2.6837 2.1422
F -0.2451 -1.8195 2.8146
C 1.0998 -3.7526 2.8238
F 0.7793 -3.9953 4.1057

***

Record 2
108
Properties=species:S:1:pos:R:3 method="wB97M-V/def2-TZVPD" e_lumo_ev="2.09 / 2.06" spin_multiplicity=2 homo_lumo_gap_ev="2.62 / 7.21" energy_ha=-2262.52397 total_charge=-1
C -19.9096 -24.7175 -29.0155
C -21.0450 -25.6098 -28.6486
C -22.2217 -24.7924 -28.0575
C -22.7636 -23.7632 -28.9904
N -23.1557 -23.0234 -29.7558
H -19.1674 -25.3868 -29.4506
H -19.2821 -24.5309 -28.1440
H -19.9910 -23.7601 -29.5301
H -20.6355 -26.2406 -27.8597
H -21.4138 -26.2620 -29.4402
H -21.8020 -24.3952 -27.1333
H -23.0619 -25.4501 -27.8350
C -17.5088 -25.2465 -20.5444
C -17.9584 -26.1206 -21.7782
C -16.9576 -25.8923 -22.9723
C -15.5982 -26.1655 -22.6000
N -14.5018 -26.3453 -22.2672
H -17.7019 -24.2136 -20.8341
H -16.5053 -25.4700 -20.1825
H -18.2166 -25.4378 -19.7378
H -18.9482 -25.8573 -22.1513
H -17.8696 -27.1607 -21.4645
H -16.9309 -24.8126 -23.1190
H -17.2494 -26.2905 -23.9441
C -17.7768 -32.1712 -26.4941
C -19.2097 -31.6002 -26.4861
C -19.7185 -31.3507 -24.9968
C -19.9251 -32.5764 -24.1534
N -20.1297 -33.5132 -23.5942
H -16.9884 -31.6524 -25.9487
H -17.3656 -32.0522 -27.4966
H -17.6995 -33.2376 -26.2825
H -19.8233 -32.3198 -27.0281
H -19.3267 -30.6916 -27.0768
H -20.6524 -30.7889 -24.9822
H -19.0653 -30.6430 -24.4863
C -22.0784 -21.3348 -22.4578
C -22.0971 -19.9921 -21.8541
C -20.7067 -19.2620 -21.8388
C -19.8808 -19.7064 -23.0053
N -19.2803 -20.0877 -23.9572
H -22.2279 -21.3752 -23.5368
H -22.9156 -21.9174 -22.0734
H -21.2671 -21.9354 -22.0466
H -22.3022 -20.1596 -20.7968
H -22.9784 -19.4406 -22.1817
H -20.0104 -19.2800 -21.0004
H -20.8019 -18.1823 -21.9547
C -25.8705 -25.9076 -25.4531
C -26.8717 -24.7549 -25.1691
C -28.0644 -25.1084 -24.3066
C -28.7748 -26.1891 -25.0508
N -29.3342 -27.0413 -25.5727
H -25.5900 -26.5023 -24.5838
H -24.9637 -25.4983 -25.8985
H -26.1723 -26.5418 -26.2867
H -27.1214 -24.1408 -26.0344
H -26.3540 -23.9845 -24.5977
H -28.8725 -24.3831 -24.2117
H -27.6655 -25.4343 -23.3460
C -23.6680 -30.7791 -22.5409
C -23.6340 -30.0935 -21.1155
C -25.0856 -30.1353 -20.5261
C -25.9647 -29.2439 -21.2127
N -26.5888 -28.4731 -21.7379
H -22.6804 -30.8257 -22.9998
H -24.2082 -30.0633 -23.1606
H -24.3372 -31.6391 -22.5653
H -23.2562 -29.0734 -21.0463
H -22.8971 -30.6052 -20.4964
H -25.0641 -29.8892 -19.4644
H -25.6472 -31.0688 -20.4884
F -24.9432 -26.3972 -18.5013
C -23.6562 -26.6381 -18.0712
C -22.5616 -26.1849 -18.8262
C -21.2807 -26.5508 -18.3657
C -21.0832 -27.3382 -17.2255
C -22.1777 -27.7184 -16.4484
C -23.4413 -27.2437 -16.8214
H -22.8168 -25.7169 -19.7654
H -20.4492 -26.0078 -18.7904
H -20.1247 -27.6573 -16.8435
H -22.1401 -28.1935 -15.4792
H -24.2913 -27.4561 -16.1899
F -24.2910 -32.1967 -29.9012
C -24.6344 -31.9506 -28.5935
C -23.6310 -31.5137 -27.7159
C -23.8413 -31.1049 -26.4078
C -25.1281 -31.0100 -25.9726
C -26.1252 -31.4929 -26.8179
C -25.9294 -31.9553 -28.1225
H -22.6184 -31.4211 -28.0798
H -22.9427 -30.8445 -25.8682
H -25.2724 -30.5660 -24.9987
H -27.1169 -31.4306 -26.3947
H -26.7379 -32.0711 -28.8291
F -21.4038 -28.4304 -25.9256
C -21.5866 -27.4275 -25.0819
C -22.5697 -27.3189 -24.1179
C -22.6955 -26.2145 -23.2431
C -21.7368 -25.1622 -23.3673
C -20.7665 -25.2653 -24.3735
C -20.7324 -26.4056 -25.1921
H -23.1060 -28.2283 -23.8906
H -23.5670 -26.2944 -22.6102
H -21.7290 -24.2780 -22.7472
H -20.0656 -24.4491 -24.4686
H -19.8864 -26.4223 -25.8633

***

Record 3
9
Properties=species:S:1:pos:R:3 method="wB97M-V/def2-TZVPD" e_lumo_ev="-9.83 / -9.90" smiles="CC(C#N)=[N+]=O" relative_energy_kcal_mol=151.41 homo_lumo_gap_ev="7.76 / 7.71" energy_ha=-300.32811 total_charge=+1
C -0.0414 -0.0523 -0.0261
C -0.7598 -1.3007 0.1209
C -0.9146 -2.0809 1.3772
N -1.3378 -3.0296 1.8382
N -1.4176 -2.1017 -0.5962
O -1.9569 -3.1112 -0.4023
H 0.3607 0.2780 0.9325
H -0.6962 0.7386 -0.4042
H 0.8011 -0.1632 -0.7158

***

Record 4
10
Properties=species:S:1:pos:R:3 method="wB97M-V/def2-TZVPD" e_lumo_ev="-2.03 / -0.73" relative_energy_kcal_mol=118.41 homo_lumo_gap_ev="7.37 / 8.60" energy_ha=-297.45561 total_charge=0
C 0.6959 -0.5144 0.0340
C -0.3734 -2.4272 -0.2749
N 0.8290 -1.8246 -0.0553
N -0.3472 0.1613 -0.1773
N -1.5063 -1.9335 -0.2429
N -0.3445 1.5812 0.1160
H 1.5941 -0.1487 0.3832
H -0.1058 -3.4211 -0.6560
H -0.6768 1.7607 1.0399
H -1.0404 2.1115 -0.4754

***

Record 5
16
Properties=species:S:1:pos:R:3 method="wB97M-V/def2-TZVPD" e_lumo_ev=1.15 smiles=CC.CC relative_energy_kcal_mol=10.05 homo_lumo_gap_ev=12.57 energy_ha=-159.56896 total_charge=0
C 1.0589 1.3399 -1.4385
C -0.1216 2.1439 -0.8448
H 1.7260 1.0317 -0.6425
H 0.7348 0.4705 -2.0053
H 1.6588 1.9323 -2.1266
H 0.2517 2.4792 0.1445
H -0.1894 3.1444 -1.2424
H -0.9791 1.5222 -0.6325
C -1.1791 -1.4142 1.0763
C 0.1563 -2.1384 1.1454
H -1.8180 -1.5783 1.9511
H -1.0816 -0.3332 0.9988
H -1.7478 -1.6723 0.1907
H -0.0104 -3.2096 1.0838
H 0.7222 -1.8434 2.0276
H 0.8184 -1.8748 0.3145

***

Record 6
7
Properties=species:S:1:pos:R:3 method="wB97M-V/def2-TZVPD" e_lumo_ev=-1.41 relative_energy_kcal_mol=43.98 homo_lumo_gap_ev=7.18 energy_ha=-5337.74607 total_charge=0
C 0.6448 -0.6169 -0.2041
O 0.2091 -0.3409 -1.4289
O -0.0584 -0.0981 0.7265
Br 1.5690 -2.3139 0.0789
Br 2.8066 1.3174 -0.0879
H -0.0253 0.5656 -1.6229
H 0.0732 -0.1052 1.6184

***

Record 7
12
Properties=species:S:1:pos:R:3 method="wB97M-V/def2-TZVPD" e_lumo_ev="-3.63 / -7.06" relative_energy_kcal_mol=94.91 spin_multiplicity=2 homo_lumo_gap_ev="9.38 / 5.87" energy_ha=-942.55611 total_charge=+1
H -1.5492 -0.5517 1.2178
C -0.9959 0.2112 -0.3658
C -0.9805 -1.1332 0.3380
O 0.4999 0.4422 0.0923
C 1.5480 -0.0987 -0.5098
O 2.5938 0.4396 0.0544
H -1.0989 0.0375 -1.4613
H -0.3153 -1.8228 -0.1929
H 3.3923 -0.0276 -0.2240
K 0.4406 2.9165 0.8850
O -1.6385 1.3014 -0.0073
H -1.8963 -1.7144 0.1736

***

Record 8
83
Properties=species:S:1:pos:R:3 method="wB97M-V/def2-TZVPD" e_lumo_ev=-0.92 homo_lumo_gap_ev=5.99 energy_ha=-2402.41458 total_charge=0
Sr -0.0923 4.7322 1.5953
C -0.5014 -0.0032 4.2421
C 0.3647 -0.0035 3.2094
C 0.1239 -0.3894 1.7817
C -0.8153 0.4885 0.9288
C -2.2935 0.3233 1.1796
C -2.8959 -0.3282 2.1843
C -2.3324 -1.3994 3.0736
C -1.7345 -0.8243 4.3668
C -2.6579 4.5445 1.6882
H -0.1706 0.4757 5.1624
H 1.3532 0.4416 3.3748
H -0.1548 -1.4442 1.6739
H 1.1168 -0.2832 1.3069
H -0.4692 1.5412 1.0566
H -0.6538 0.2740 -0.1457
H -2.9146 0.9317 0.5024
H -3.9471 -0.0732 2.3966
H -1.6129 -2.0656 2.5828
H -3.1983 -2.0154 3.3649
H -2.5294 -0.2552 4.8778
H -1.4907 -1.6594 5.0374
H -2.8501 4.8508 2.7378
H -2.8699 3.4598 1.6528
H -3.4695 5.0220 1.1157
P -0.2883 -1.1259 -3.6896
P 2.7516 -1.2300 -2.1751
N -1.7192 -2.1414 -3.5638
N -0.4600 -0.8942 -5.4628
N 2.6465 -2.6908 -1.1713
N 4.5014 -1.2728 -2.3870
C 0.8854 -2.5547 -3.8512
C 2.3589 -2.1520 -3.7406
C -2.8296 -1.8915 -2.7510
C -3.7774 -2.8824 -2.9839
C -3.2373 -3.7775 -3.9662
C -1.9631 -3.3197 -4.2784
C -0.6127 0.3740 -6.0340
C -0.6111 0.2415 -7.4215
C -0.4749 -1.1509 -7.7181
C -0.3697 -1.8179 -6.5067
C 1.9859 -2.6669 0.0639
C 1.8673 -3.9663 0.5402
C 2.5032 -4.8314 -0.4150
C 2.9156 -4.0295 -1.4771
C 5.3947 -2.3512 -2.3762
C 6.6623 -1.9020 -2.7233
C 6.5547 -0.4958 -2.9989
C 5.2213 -0.1399 -2.8193
H 0.7719 -3.0981 -4.7974
H 0.5862 -3.2527 -3.0565
H 2.9651 -3.0671 -3.8457
H 2.6383 -1.4806 -4.5682
H -2.8144 -1.0511 -2.0634
H -4.7362 -2.9939 -2.4976
H -3.6868 -4.6554 -4.3885
H -1.2074 -3.7848 -4.8927
H -0.6897 1.2422 -5.3977
H -0.6716 1.0394 -8.1433
H -0.4363 -1.6305 -8.6790
H -0.2085 -2.8740 -6.3499
H 1.6721 -1.7283 0.4741
H 1.3566 -4.2694 1.4449
H 2.6431 -5.8923 -0.3403
H 3.3701 -4.3307 -2.4046
H 5.0891 -3.3511 -2.1303
H 7.5532 -2.5162 -2.7729
H 7.3678 0.1535 -3.2897
H 4.7133 0.7995 -2.9698
O -0.7412 6.0915 3.4002
C -0.6694 5.0938 4.2322
O -0.2513 3.9323 3.8275
C -1.0955 5.3557 5.6304
C -1.4835 4.3836 6.5755
C -1.9373 4.8107 7.8316
C -2.0177 6.1618 8.1689
C -1.5902 7.1126 7.2441
C -1.1405 6.7011 5.9861
H -1.4437 3.3175 6.3437
H -2.2573 4.0593 8.5608
H -2.4079 6.4508 9.1444
H -1.6145 8.1794 7.4681
H -0.8358 7.4195 5.2148

***

Record 9
20
Properties=species:S:1:pos:R:3 method="wB97M-V/def2-TZVPD" e_lumo_ev=1.14 smiles="C=C(CCC)NC" relative_energy_kcal_mol=17.68 homo_lumo_gap_ev=9.34 energy_ha=-291.13057 total_charge=0
C 1.5719 -0.9138 0.7520
C 0.8629 -0.0389 0.0376
C -0.6231 0.1450 0.0795
C -1.3818 -0.7684 1.0548
C -2.8568 -0.3678 1.0923
N 1.5362 0.9953 -0.6758
C 1.3330 1.0102 -2.1435
H 2.6337 -0.8250 0.9231
H 1.1004 -1.7672 1.2316
H -0.7712 1.1696 0.4163
H -1.0673 0.0164 -0.9111
H -0.9381 -0.6147 2.0408
H -1.2816 -1.8083 0.7449
H -3.2166 -0.0858 0.1024
H -3.4910 -1.2172 1.3531
H -3.0758 0.4557 1.7731
H 2.5293 0.9246 -0.4967
H 1.8759 0.1766 -2.5976
H 1.6211 1.9975 -2.4942
H 0.2705 0.9152 -2.3593

***

Record 10
62
Properties=species:S:1:pos:R:3 method="wB97M-V/def2-TZVPD" e_lumo_ev=2.08 relative_energy_kcal_mol=98.14 homo_lumo_gap_ev=4.90 energy_ha=-2966.90942 total_charge=-1
C 3.3104 -0.3572 4.6238
C 2.3711 0.8136 4.4935
O 1.1421 0.2632 3.9688
C 0.1875 1.2017 3.7266
C -1.0544 0.5327 3.2067
C -2.0384 1.5967 2.9783
O -2.1569 2.2559 1.9469
C -3.0240 1.8478 4.1347
C -4.2558 0.9936 3.8746
C -3.9694 -0.4766 3.5109
C -2.8097 -1.1398 4.2606
C -1.3500 -0.6852 3.9931
O 0.3498 2.3900 3.9340
H 4.2998 -0.0169 4.9383
H 2.9274 -1.0552 5.3758
H 3.4326 -0.9056 3.6821
H 2.1327 1.2563 5.4741
H 2.7701 1.5890 3.8188
H -2.5380 1.6010 5.0919
H -3.2832 2.9148 4.1130
H -4.8929 1.0158 4.7659
H -4.8204 1.4532 3.0512
H -4.8763 -1.0561 3.7475
H -3.8224 -0.5830 2.4294
H -2.9969 -1.0678 5.3448
H -2.8223 -2.2117 4.0248
H -0.8027 -1.5358 3.5353
H -0.8855 -0.5491 4.9960
F -0.0757 1.3380 -2.1357
C 0.9269 0.4084 -2.2399
F 1.0359 0.0516 -3.5446
F 2.0948 1.0049 -1.8875
S 0.5032 -1.0308 -1.0907
N 2.2795 -1.5793 -0.9274
S 2.9099 -2.7505 -2.0501
C 4.2724 -1.8971 -2.8246
C 4.3190 -1.8734 -4.2205
C 5.4338 -1.3288 -4.8563
C 6.4762 -0.7917 -4.0918
C 6.4129 -0.8049 -2.6907
C 5.3020 -1.3652 -2.0506
O 3.3979 -3.8561 -1.2780
O 1.9214 -2.9037 -3.0781
S 2.6756 -1.7605 0.7595
C 2.0512 -0.1715 1.2306
C 2.7784 1.0107 1.0665
C 2.0448 2.1815 0.8699
C 0.6533 2.1367 0.7973
C -0.0214 0.9329 0.9446
C 0.6844 -0.1458 1.4908
O 1.8805 -2.7847 1.3844
O 4.1071 -1.7163 0.9115
H 3.4857 -2.2763 -4.7861
H 5.4816 -1.3401 -5.9451
H 7.3501 -0.3696 -4.5911
H 7.2267 -0.3974 -2.0846
H 5.2305 -1.3974 -0.9662
H 3.8711 0.9483 1.0737
H 2.5713 3.1243 0.6955
H 0.0673 3.0411 0.5970
H -1.0525 0.8017 0.6138
H 0.2471 -1.0010 2.0035

***

Record 11
16
Properties=species:S:1:pos:R:3 method="wB97M-V/def2-TZVPD" e_lumo_ev=0.85 smiles="O=C=O.CCNC" relative_energy_kcal_mol=8.74 homo_lumo_gap_ev=10.00 energy_ha=-363.07160 total_charge=0
O 0.8447 0.8793 2.2628
C 1.6757 1.1284 1.4818
O 2.5663 1.4049 0.7812
C -1.9601 0.3285 0.4056
C -0.8851 -0.6265 -0.0907
N 0.2764 0.1033 -0.5837
C 1.2634 -0.7495 -1.2293
H -2.3060 0.9878 -0.4002
H -2.8287 -0.2260 0.7734
H -1.5741 0.9503 1.2185
H -0.5488 -1.2594 0.7412
H -1.3100 -1.3045 -0.8541
H -0.0293 0.8171 -1.2400
H 2.1421 -0.1569 -1.5010
H 1.5904 -1.5193 -0.5209
H 0.8879 -1.2631 -2.1311

***

Record 12
16
Properties=species:S:1:pos:R:3 method="wB97M-V/def2-TZVPD" e_lumo_ev="-0.14 / 0.84" relative_energy_kcal_mol=108.49 homo_lumo_gap_ev="6.66 / 8.14" energy_ha=-234.42963 total_charge=0
C 1.7454 -0.5213 0.4137
C 0.6765 0.1458 -0.7101
C 0.1269 -1.1780 -0.8165
C -2.1207 0.1497 0.4444
C -1.2964 1.2360 0.3599
C -0.0211 1.2642 -0.1626
H 1.2100 -0.6788 1.3515
H 2.4550 0.3046 0.5171
H 2.3026 -1.4260 0.1416
H 1.3265 0.4168 -1.5461
H 0.5783 -1.8780 -1.5069
H -0.5072 -1.6773 -0.1101
H -2.0959 -0.9235 0.4341
H -3.1605 0.3875 0.6018
H -1.7292 2.1790 0.6997
H 0.5096 2.1994 -0.1113

***

Record 13
16
Properties=species:S:1:pos:R:3 method="wB97M-V/def2-TZVPD" e_lumo_ev=-3.40 relative_energy_kcal_mol=132.41 homo_lumo_gap_ev=11.83 energy_ha=-379.29380 total_charge=+1
C 1.6051 0.0422 0.0604
C 0.0028 -1.7711 -0.7660
C 0.7461 -1.0846 0.3820
N 2.9394 0.5604 0.1730
N 0.3272 0.2759 0.8562
O 2.0798 0.6884 -1.0707
O -1.3882 1.9111 -0.1906
H 0.4895 -2.5415 -1.2949
H -0.5954 -1.0968 -1.4273
H -0.8040 -2.4552 -0.3324
H 1.0663 -1.6911 1.2637
H 2.9335 1.4715 0.5818
H -0.5500 0.6644 0.4389
H -1.7502 1.8100 -1.0568
H 0.4085 0.2253 1.9098
H -1.2966 2.8317 0.1675

***

Record 14
77
Properties=species:S:1:pos:R:3 method="wB97M-V/def2-TZVPD" e_lumo_ev="1.67 / 1.89" relative_energy_kcal_mol=46.90 homo_lumo_gap_ev="3.70 / 6.84" energy_ha=-2421.07078 total_charge=-1
Tl 0.8496 -2.3958 1.6177
N -1.8153 -2.8539 1.1142
C -2.5927 -2.8257 2.3547
C -2.0466 -1.7962 3.3735
O -2.8362 -1.4380 4.2529
O -0.8407 -1.4414 3.2207
H -1.7652 -1.9240 0.7080
H -2.2250 -3.4698 0.4230
H -2.5268 -3.8076 2.8332
H -3.6539 -2.6084 2.2045
F -3.9030 2.8242 0.8855
C -2.8488 2.7619 0.0257
C -2.0033 1.6927 0.1159
C -0.8806 1.6054 -0.7078
C 0.0036 0.4212 -0.5989
O -0.3284 -0.4884 0.1632
C 1.1754 0.4566 -1.4420
C 1.3211 1.4944 -2.3004
N 0.4978 2.5749 -2.4079
C 0.7691 3.5960 -3.3813
C 2.1790 4.0658 -3.5509
C 1.1658 4.9626 -2.9003
C -0.6344 2.6441 -1.6106
C -1.5371 3.7059 -1.7176
C -2.6559 3.8003 -0.8994
N -3.5260 4.8909 -1.0614
C -2.9707 6.2358 -1.0079
C -3.0406 6.8222 0.3930
N -4.4435 6.8014 0.8844
C -5.0528 5.4439 0.8243
C -4.8948 4.8675 -0.5744
C 2.2934 -0.5982 -1.4688
O 3.0590 -0.5493 -2.4464
O 2.3319 -1.3799 -0.4902
H -2.1802 0.9181 0.8521
H 2.1748 1.4676 -2.9649
H 0.1518 3.5440 -4.2721
H 2.5076 4.2916 -4.5549
H 2.9299 3.6202 -2.9146
H 0.7962 5.8192 -3.4476
H 1.2380 5.0914 -1.8289
H -1.3894 4.4603 -2.4753
H -3.5320 6.8751 -1.6955
H -1.9331 6.2291 -1.3340
H -2.7196 7.8680 0.4182
H -2.4362 6.2444 1.0912
H -5.0284 7.4949 0.3271
H -4.5040 7.2042 1.8620
H -6.1061 5.5625 1.0908
H -4.5585 4.8271 1.5708
H -5.4909 5.4684 -1.2690
H -5.2846 3.8536 -0.6009
C 3.5934 -3.0166 3.7319
C 3.8683 -4.1966 3.0210
C 5.0041 -4.3084 2.1858
C 5.2555 -5.4684 1.4835
C 4.3837 -6.5514 1.5736
C 3.2463 -6.4578 2.3733
C 2.9918 -5.3063 3.0880
H 4.2285 -2.1481 3.6323
H 2.7126 -2.9361 4.3525
H 5.6708 -3.4598 2.0945
H 6.1295 -5.5299 0.8466
H 4.5791 -7.4565 1.0127
H 2.5543 -7.2897 2.4280
H 2.1017 -5.2299 3.7011
I 1.0750 -9.0502 -0.6621
C 1.6060 -7.0508 -0.9264
C 2.7761 -6.7098 -1.5844
C 3.0917 -5.3669 -1.6895
C 2.2330 -4.4222 -1.1420
N 1.0966 -4.7602 -0.5299
C 0.7926 -6.0480 -0.4200
H 3.4272 -7.4734 -1.9895
H 4.0007 -5.0452 -2.1799
H 2.4539 -3.3575 -1.1789
H -0.1308 -6.2912 0.0949